[1]
Below is a cluster of 7 separate species, C21H40N7O10 in total at a distorted geometry, with properties calculated with wB97M-V/def2-TZVPD.

Geometry as XYZ:
```
78
Properties=species:S:1:pos:R:3:lowdin_charge:R:1
N -0.37444 -0.07332 -0.63804 -0.62
O -0.22847 -1.17893 -0.01679 -0.12
O -0.42684 -0.11877 -1.87664 -0.05
O -0.77637 0.89836 -0.00357 -0.06
C -4.87195 2.45641 -3.06029 -0.12
C -3.98872 1.23027 -2.81579 0.00
C -3.18898 0.72446 -3.98429 0.08
C -3.46328 1.40476 -5.38259 -0.03
C -4.47861 2.46715 -5.50724 0.02
C -5.06102 3.04669 -4.27317 -0.13
N -2.60321 0.86958 -6.55588 -0.31
O -3.14834 1.19125 -7.67120 0.00
O -1.74927 0.00316 -6.40215 0.08
H -5.40910 2.88766 -1.94926 0.17
H -3.87365 0.77735 -1.90997 0.05
H -2.67880 -0.09855 -3.78005 0.03
H -4.49297 2.89888 -6.37209 0.02
H -5.79877 3.92619 -4.18656 0.12
C 2.60457 2.30204 -2.03855 -0.30
O 3.85509 2.34120 -1.83400 -0.07
N 2.09128 2.95213 -3.06981 -0.21
C 0.66732 2.92702 -3.24761 -0.06
C 2.90547 3.64630 -4.05294 -0.05
H 2.00020 1.52368 -1.36164 0.17
H 0.47109 2.09833 -3.76424 0.04
H 0.27330 3.87436 -3.61370 0.09
H 0.06987 2.77474 -2.32470 0.10
H 2.35708 4.38954 -4.52405 0.04
H 3.26767 2.87842 -4.92173 0.14
H 3.83207 3.94059 -3.48431 0.09
C 1.00215 3.79994 4.24476 -0.31
O 1.41913 4.91101 4.55392 -0.02
N -0.18095 3.64835 3.55936 -0.16
C -0.46644 2.43297 2.89934 -0.12
C -1.15405 4.76151 3.29192 0.02
H 1.57917 2.95964 4.69182 0.14
H -1.57934 2.27064 2.79221 0.09
H -0.09669 1.38747 3.22130 0.10
H -0.11861 2.48996 1.80259 0.09
H -2.15229 4.50161 3.65656 0.12
H -1.11983 5.23127 2.43380 0.05
H -0.81784 5.36263 3.85668 -0.04
C 4.36502 -1.14634 0.90310 -0.38
O 4.29181 -0.45701 -0.14122 -0.01
N 3.55818 -1.06005 1.90294 -0.23
C 3.79135 -1.82744 3.13203 -0.06
C 2.49968 -0.22045 1.85094 -0.06
H 5.22264 -1.94067 0.95390 0.15
H 4.15068 -1.29175 4.11704 0.12
H 4.42546 -2.71681 2.95965 0.08
H 2.80776 -2.27010 3.39460 0.08
H 2.80941 0.74413 1.74123 0.07
H 2.01993 -0.47137 2.88436 0.13
H 1.87954 -0.40327 0.95408 0.09
C -1.26019 -1.58476 3.30905 -0.34
O -0.63149 -1.23517 4.33850 -0.06
N -2.30817 -2.38544 3.28460 -0.17
C -2.90112 -2.76802 2.03944 -0.08
C -2.65103 -3.04570 4.57195 0.00
H -1.00805 -1.05236 2.26301 0.16
H -2.45814 -3.60014 1.32503 0.12
H -2.89993 -1.95205 1.32250 0.08
H -3.83752 -3.28232 2.31313 0.08
H -3.37607 -3.83287 4.36722 0.09
H -2.82793 -2.59862 5.35296 -0.02
H -1.76611 -3.70891 4.82844 0.12
C 0.97559 -4.59960 -1.26822 -0.21
O 0.73895 -5.48871 -2.17812 -0.08
N 1.72884 -4.80924 -0.10790 -0.19
C 2.03355 -3.72302 0.59451 -0.13
C 2.26722 -6.19728 0.22002 0.00
H 0.76602 -3.52040 -1.41511 0.14
H 1.22637 -3.81958 1.29489 0.10
H 1.99354 -2.74326 0.21208 0.07
H 2.95442 -3.92840 1.16329 0.10
H 2.04271 -7.02470 -0.40925 0.07
H 2.00694 -6.50891 1.26082 0.10
H 3.27357 -6.24736 0.28311 0.03
```

The LUMO energy comes out at 1.00 eV. The total charge is -1. The HOMO energy is -5.9 eV.

[2]
Below is a cluster of 8 separate species, C21H40NO24S3 in total at a distorted geometry, with properties calculated with wB97M-V/def2-TZVPD.

Geometry as XYZ:
```
89
Properties=species:S:1:pos:R:3:lowdin_charge:R:1
N 0.13642 0.48886 0.66708 -0.57
O -0.35465 -0.68494 0.69877 -0.07
O -0.51282 1.49311 0.27438 -0.06
O 1.38813 0.57297 0.85186 -0.08
O -3.61447 -4.30862 0.95986 -0.24
S -4.72418 -3.55375 0.57717 0.57
O -5.68772 -3.05655 1.45445 -0.27
O -4.10126 -2.19424 -0.16197 -0.25
C -3.68072 -1.07431 0.60430 -0.26
C -3.53852 0.14410 -0.32450 -0.04
C -5.61363 -4.20838 -0.76505 -0.10
H -2.78031 -1.08506 1.25755 0.12
H -4.44292 -0.74110 1.16583 0.07
H -2.38238 -0.04509 -0.51587 0.10
H -3.56248 0.95888 0.04268 -0.07
H -4.11072 0.33658 -1.27373 0.11
H -6.56379 -4.72273 -0.48180 0.10
H -5.00617 -4.92232 -0.98282 -0.01
H -5.97330 -3.44728 -1.47916 0.10
O -3.90197 1.38386 4.81258 -0.27
S -2.69995 0.64694 4.92017 0.64
O -1.78296 0.59435 6.05230 -0.29
O -3.10497 -0.93226 4.56122 -0.25
C -3.39397 -1.77838 5.62822 -0.29
C -4.32991 -2.85188 5.02375 -0.05
C -1.79292 1.15732 3.53232 -0.12
H -3.80783 -1.29141 6.37712 0.07
H -2.61369 -2.37577 6.03528 0.11
H -4.75247 -3.49460 5.70537 0.03
H -3.73528 -3.29506 4.17902 0.10
H -5.37004 -2.52536 4.69685 0.10
H -1.27939 1.97433 3.67978 0.00
H -2.43469 1.38760 2.77346 0.03
H -1.08041 0.13993 3.25080 0.18
O 7.42822 -0.94429 -0.08665 -0.31
S 6.13995 -0.36289 -0.47180 0.69
O 6.23010 1.09257 -0.87652 -0.35
O 5.68720 -1.11666 -1.88534 -0.29
C 6.38643 -0.82881 -3.05736 -0.37
C 5.54872 -1.40383 -3.98294 -0.11
C 4.89882 -0.52508 0.71704 -0.15
H 7.38092 -1.52003 -2.80409 0.18
H 6.77804 0.15893 -3.19782 0.12
H 4.53304 -1.01879 -3.96429 0.08
H 5.36220 -2.47858 -3.68380 0.12
H 5.95555 -1.31081 -5.02643 0.12
H 4.56881 -1.56195 0.80749 0.07
H 3.97271 0.00339 0.28158 0.08
H 5.09834 0.00353 1.71551 0.12
C -2.37914 5.18804 -2.27538 -0.04
C -2.43037 3.67553 -2.05660 -0.10
O -1.73408 3.24768 -3.19767 0.05
C -1.22110 4.34066 -3.82589 -0.62
O -0.52517 4.13848 -4.92629 0.03
O -1.31982 5.32695 -3.20057 0.18
H -2.13250 5.78021 -1.39725 0.14
H -3.24880 5.58192 -2.64441 0.11
H -3.40136 3.25114 -2.02692 0.12
H -1.84479 3.14918 -1.27893 0.13
C 1.99085 0.26461 -2.64943 -0.11
C 1.57292 1.55098 -3.28933 -0.11
O 1.13459 1.21813 -4.59499 0.15
C 1.45424 0.03467 -4.76478 -0.72
O 1.45217 -0.54313 -5.86546 0.09
O 1.73033 -0.59301 -3.70746 0.11
H 1.25116 0.16311 -1.86167 0.12
H 3.01788 0.19182 -2.30222 0.13
H 2.42357 2.44810 -3.37465 0.19
H 0.87719 2.18731 -2.70096 0.12
C 1.70987 4.28800 0.94470 -0.14
C 1.23904 3.94184 2.29649 -0.11
O 2.12888 4.50760 3.20351 0.18
C 3.02145 5.00728 2.53499 -0.57
O 4.02076 5.58623 3.07527 0.05
O 2.93190 4.90241 1.14062 0.09
H 0.94573 4.96645 0.49598 0.16
H 1.96738 3.44175 0.51541 0.08
H 1.34704 2.84626 2.40917 0.14
H 0.33584 4.05024 2.56180 0.07
C -0.05767 -4.03080 -0.39452 -0.09
C 1.28357 -3.15497 -0.25755 -0.06
O 2.25157 -4.19256 -0.58646 0.04
C 1.67423 -5.28656 -1.13777 -0.61
O 2.26329 -6.23098 -1.54243 0.15
O 0.35234 -5.21129 -1.11661 0.07
H -0.91940 -3.43555 -0.78543 0.13
H -0.55570 -4.22785 0.57107 0.12
H 1.38428 -2.87601 0.76542 0.11
H 1.24474 -2.37034 -1.03468 0.12
```

The LUMO energy comes out at 1.66 eV. The total charge is -1. The HOMO energy is -7.3 eV. The energy relative to the best compared isomer or geometry (same formula, charge and spin) comes out at 2.8791 eV.

[3]
Below is a cluster of 7 separate species, C21H40O21 in total at a distorted geometry, with properties calculated with wB97M-V/def2-TZVPD.

Geometry as XYZ:
```
82
Properties=species:S:1:pos:R:3:lowdin_charge:R:1
C -13.21081 8.58477 13.82058 -0.02
O -11.95999 8.96705 13.22618 0.04
C -11.67273 10.21998 13.25078 -0.65
O -12.36425 11.15536 13.61773 0.11
O -10.44520 10.33830 12.78984 0.01
C -9.72079 11.52409 12.65830 -0.04
H -13.28658 8.92752 14.85251 0.10
H -13.31380 7.49983 13.80047 0.09
H -14.06297 8.95746 13.25222 0.10
H -10.41603 12.24957 12.23590 0.09
H -8.76182 11.40392 12.15427 0.07
H -9.41555 11.88945 13.63883 0.09
C -7.22346 12.60592 16.65963 -0.02
O -6.01008 11.88310 16.40660 -0.02
C -5.25829 11.49690 17.42512 -0.57
O -5.33824 11.94598 18.56797 0.11
O -4.29873 10.70825 16.91009 -0.02
C -3.47277 9.87583 17.66680 -0.05
H -7.82895 12.44652 15.76740 0.08
H -7.12491 13.65146 16.95158 0.10
H -7.82845 12.04895 17.37509 0.10
H -2.79779 9.47852 16.90874 0.10
H -3.99538 9.13508 18.27200 0.10
H -2.85263 10.48093 18.32814 0.10
C -3.44999 12.00928 9.65380 -0.03
O -2.48525 12.32067 10.67305 -0.04
C -2.43462 13.65925 11.02704 -0.58
O -3.30599 14.50532 10.83169 0.10
O -1.30686 13.91562 11.61978 0.02
C -1.14559 15.21343 12.23500 -0.01
H -4.43246 12.44130 9.84414 0.08
H -3.51176 10.94577 9.42307 0.10
H -3.07366 12.32765 8.68163 0.10
H -2.04410 15.53888 12.75928 0.10
H -0.91135 15.96820 11.48430 0.10
H -0.25026 15.23474 12.85632 0.10
C 2.60208 10.62785 12.84063 -0.08
O 1.22608 10.40886 12.73859 -0.05
C 0.51048 10.14237 13.90805 -0.47
O 1.08988 9.97511 14.99420 0.09
O -0.75700 9.73501 13.64582 0.00
C -1.43675 9.95937 12.46158 -0.06
H 2.88122 11.60382 13.23769 0.10
H 2.92863 10.51056 11.80733 0.09
H 3.14287 9.78751 13.27592 0.10
H -0.98728 9.39813 11.64239 0.11
H -1.52860 11.02590 12.25621 0.08
H -2.43620 9.54647 12.59836 0.09
C -7.77405 14.12677 9.93696 -0.01
O -6.99549 15.02906 9.09796 -0.03
C -6.83348 14.77290 7.74485 -0.50
O -7.05546 13.71167 7.18705 0.10
O -6.37011 15.86949 7.05742 -0.04
C -5.96886 15.83404 5.73421 -0.07
H -8.08106 14.62457 10.85676 0.10
H -7.27679 13.15964 10.01111 0.07
H -8.70738 13.91771 9.41420 0.07
H -5.45080 14.87902 5.64676 0.09
H -5.30743 16.68714 5.58308 0.10
H -6.81076 15.86371 5.04253 0.10
C -13.14136 12.68421 8.39440 -0.05
O -12.04089 11.76720 8.18755 0.00
C -10.89490 11.87860 8.93489 -0.53
O -10.68924 12.73614 9.78124 0.09
O -10.05921 10.93986 8.50607 0.02
C -8.87926 10.65407 9.18260 -0.04
H -13.84833 12.50771 7.58375 0.09
H -12.96919 13.75730 8.31113 0.09
H -13.72863 12.63811 9.31151 0.09
H -8.09921 11.18975 8.64161 0.10
H -8.59968 9.60146 9.13833 0.10
H -8.96144 10.97174 10.22204 0.07
O -6.38365 9.11350 10.99901 0.15
C -5.90129 10.04837 11.60778 -0.54
O -6.46146 11.25496 11.70514 0.05
C -5.64993 12.15054 12.35167 -0.15
C -4.70435 11.23012 13.06030 -0.14
O -4.77526 10.07004 12.31434 0.09
H -5.13750 12.89872 11.74691 0.11
H -6.13361 12.66051 13.18478 0.14
H -5.00213 11.17205 14.10722 0.12
H -3.73351 11.72509 13.08380 0.13
```

The LUMO energy comes out at 0.30 eV. The HOMO energy is -10.6 eV. The energy relative to the best compared isomer or geometry (same formula, charge and spin) comes out at 3.0986 eV. As for the SMILES: COC(=O)OC.COC(=O)OC.COC(=O)OC.COC(=O)OC.COC(=O)OC.COC(=O)OC.O=C1OCCO1.

| no. | E (eV) | molar mass (g mol⁻¹) | Kohn-Sham gap (eV) |
| --- | --- | --- | --- |
| 1 | -53316.513 | 550.590 | 6.88 |
| 2 | -105547.892 | 786.735 | 8.97 |
| 3 | -65420.149 | 628.530 | 10.88 |